Version i
Density functional theory data (ωB97M-V/def2-TZVPD) for a gas-phase ion, CH6NS (charge +1).

Computed properties:
**Net charge**: +1
**Structure (SMILES)**: [NH3+]CS
**Orbital gap**: 10.49 eV
**Spin multiplicity**: 1

Last column: Löwdin charge in e.
Positions of all 9 atoms, in Å:
C (0.160, 0.582, -0.117)  -0.5054
N (-0.911, -0.520, -0.161)  0.1201
S (1.833, -0.185, -0.034)  0.7656
H (0.249, 1.246, -1.029)  0.1031
H (-0.191, 1.212, 0.683)  0.0895
H (-0.511, -1.266, -0.805)  0.1684
H (-1.815, -0.114, -0.639)  0.2300
H (-0.833, -0.819, 0.761)  0.1130
H (2.019, -0.136, 1.343)  -0.0844

Version ii
Density functional theory data (ωB97M-V/def2-TZVPD) for a molecular structure, CH6NS.

Computed properties:
**Net charge**: +1
**Orbital gap**: 10.01 eV
**Spin multiplicity**: 1

Last column: Löwdin charge in e.
Positions of all 9 atoms, in Å:
C (0.056, -0.453, -0.198)  -0.5611
N (-0.474, 0.556, 0.779)  0.1087
S (1.446, 0.346, -1.058)  0.7325
H (0.551, -1.548, 0.534)  0.2141
H (-0.619, -0.970, -0.908)  0.0868
H (-0.924, -0.003, 1.429)  0.1169
H (-1.245, 1.247, 0.411)  0.2360
H (0.218, 1.086, 1.248)  0.1327
H (0.992, -0.260, -2.238)  -0.0665

Version iii
Density functional theory data (ωB97M-V/def2-TZVPD) for a molecular structure, CH6NS.

Computed properties:
**Net charge**: +1
**Orbital gap**: 8.64 eV
**Spin multiplicity**: 1

Last column: Löwdin charge in e.
Positions of all 9 atoms, in Å:
C (-0.212, 0.532, -0.137)  -0.1816
N (0.876, -0.372, -0.388)  0.1387
S (-2.295, -0.515, 0.303)  0.6039
H (-0.051, 0.974, 0.893)  0.1104
H (-0.623, 1.015, -0.989)  0.0612
H (0.893, -1.201, 0.126)  0.1456
H (1.828, -0.029, -0.500)  0.1885
H (0.666, -0.707, -1.328)  0.1747
H (-2.821, 0.598, -0.075)  -0.2414

Version iv
Density functional theory data (ωB97M-V/def2-TZVPD) for a gas-phase ion, CH6NS (charge +1).

Computed properties:
**Net charge**: +1
**Structure (SMILES)**: [NH3+]CS
**Orbital gap**: 9.90 eV
**Spin multiplicity**: 1

Last column: Löwdin charge in e.
Positions of all 9 atoms, in Å:
C (-0.349, -0.284, 0.528)  -0.2748
N (0.341, 1.044, 0.128)  0.1042
S (0.388, -1.870, -0.704)  0.6170
H (0.127, -0.680, 1.381)  0.0400
H (-1.401, -0.320, 0.364)  0.0719
H (-0.391, 1.771, 0.307)  0.1792
H (0.616, 0.845, -0.912)  0.1731
H (1.337, 1.151, 0.537)  0.2061
H (-0.666, -1.657, -1.629)  -0.1167

On energetic grounds, version i is preferred over the next structure by 80.0 kJ/mol.

Version i
Density functional theory data (ωB97M-V/def2-TZVPD) for 2 unconnected molecules or ions with the total composition C6H11NO.

Computed properties:
**Orbital gap**: 8.14 eV
**Spin multiplicity**: 1

Last column: Löwdin charge in e.
Positions of all 19 atoms, in Å:
C (0.172, 0.702, -0.078)  -0.4472
C (-1.234, 0.844, -0.770)  -0.1166
C (-2.021, -0.366, -0.021)  -0.1941
C (0.133, -0.948, 0.146)  -0.2695
C (1.738, -1.038, 0.093)  -0.0642
C (1.661, 0.494, -0.482)  -0.1293
H (0.731, 0.681, 2.213)  0.3180
H (-1.973, 1.730, -0.750)  0.1121
H (-1.013, 0.798, -1.892)  0.1168
H (-3.120, 0.022, 0.242)  0.1435
H (-2.028, -1.295, -0.757)  0.1211
H (-0.869, -0.123, 1.702)  0.0936
H (-0.157, -1.637, -0.788)  0.1690
H (2.072, -0.950, 1.128)  0.0793
H (2.407, -1.583, -0.460)  0.0596
H (1.921, 0.659, -1.619)  0.1235
H (2.376, 1.322, -0.028)  0.1263
N (-1.040, -0.913, 0.984)  -0.0843
O (0.243, 1.602, 1.135)  -0.1575

Version ii
Density functional theory data (ωB97M-V/def2-TZVPD) for 2 unconnected molecules or ions with the total composition C6H11NO.

Computed properties:
**Orbital gap**: 6.76 eV
**Spin multiplicity**: 1

Last column: Löwdin charge in e.
Positions of all 19 atoms, in Å:
C (-0.223, 0.828, -0.576)  -0.2391
N (0.365, -0.386, -0.115)  -0.1328
C (1.775, -0.534, 0.134)  -0.6335
C (2.587, 0.312, -0.649)  0.2157
O (2.038, -1.387, 0.980)  -0.0173
C (-0.500, -0.979, 0.874)  -0.1555
C (-1.944, -0.613, 0.303)  -0.1375
C (-1.704, 0.518, -0.706)  -0.1728
H (-0.099, 1.657, 0.200)  0.1092
H (0.232, 1.175, -1.506)  0.1087
H (2.181, 0.694, -1.568)  0.0627
H (1.619, 1.171, 1.307)  0.2738
H (3.621, 0.408, -0.355)  0.0737
H (-0.425, -0.550, 1.889)  0.1196
H (-0.411, -2.031, 1.068)  0.1104
H (-2.541, -0.389, 1.193)  0.1023
H (-2.341, -1.478, -0.228)  0.0993
H (-1.870, 0.215, -1.740)  0.1059
H (-2.363, 1.368, -0.504)  0.1074

Version iii
Density functional theory data (ωB97M-V/def2-TZVPD) for C6H11NO in the gas phase.

Computed properties:
**Orbital gap**: 8.39 eV
**Spin multiplicity**: 1

Last column: Löwdin charge in e.
Positions of all 19 atoms, in Å:
C (-2.144, 0.463, 0.151)  -0.0882
C (0.437, 0.085, -0.114)  -0.2718
C (-3.238, 0.112, -0.850)  -0.1744
C (2.515, 1.373, 0.600)  -0.1136
C (0.172, -2.101, 0.760)  -0.1160
C (1.516, 1.094, -0.549)  -0.1647
N (-0.880, 0.154, -0.160)  0.0478
O (1.033, -1.030, 0.559)  -0.1343
H (-3.927, -0.624, -0.303)  0.0763
H (-2.930, -0.411, -1.759)  0.0420
H (-3.917, 1.044, -1.138)  0.1017
H (3.477, 1.765, 0.048)  0.1028
H (2.853, 0.417, 1.045)  0.0669
H (2.224, 2.084, 1.387)  0.0731
H (0.716, -2.817, 1.403)  0.0964
H (-0.064, -2.511, -0.194)  0.0738
H (-0.820, -1.740, 1.295)  0.1217
H (2.062, 0.594, -1.394)  0.1224
H (0.914, 2.051, -0.786)  0.1380

Version iv
Density functional theory data (ωB97M-V/def2-TZVPD) for C6H11NO in the gas phase.

Computed properties:
**Structure (SMILES)**: NC[C@@]12CCO[C@H]1C2
**Orbital gap**: 9.83 eV
**Spin multiplicity**: 1

Last column: Löwdin charge in e.
Positions of all 19 atoms, in Å:
C (0.076, -1.058, 0.962)  -0.1624
C (-0.602, -0.440, -0.255)  -0.3546
C (-1.352, 0.801, 0.129)  -0.1339
C (-0.163, 1.765, 0.415)  -0.1317
C (0.372, 0.266, -1.138)  -0.2741
C (-0.038, -1.159, -1.506)  0.0353
H (2.010, -0.294, 0.544)  0.0687
H (2.062, -1.596, 1.429)  0.0497
H (-0.118, -0.433, 1.821)  0.1007
H (-0.303, -2.070, 1.104)  0.1154
H (-1.982, 1.213, -0.697)  0.1228
H (-2.075, 0.831, 0.936)  0.1051
H (-0.427, 2.790, 0.054)  0.1270
H (0.194, 1.835, 1.427)  0.1071
H (-0.167, 0.900, -1.928)  0.1610
H (-0.522, -1.304, -2.448)  0.0924
H (0.451, -2.063, -1.197)  0.0867
N (1.566, -1.216, 0.652)  0.0081
O (1.016, 1.232, -0.306)  -0.1234

On energetic grounds, version iii is preferred over the next structure by 69.4 kJ/mol.